1.
Molecular formula: C24H17F6N3O8RbS4Te
Method: DFT, the ωB97M-V functional and the def2-TZVPD basis

Each line ends with the Löwdin charge.
Cartesian coordinates (Å):
Rb: -1.861 -2.249 0.281  0.85
O: 0.767 -3.720 -0.943  0.05
C: 1.694 -3.234 -0.069  -0.46
O: 2.725 -2.749 -0.434  0.14
C: 1.259 -3.381 1.374  -0.23
C: 0.568 -4.499 1.752  -0.03
C: 0.117 -4.619 3.054  -0.07
C: 0.317 -3.586 3.931  -0.10
C: 1.106 -2.513 3.497  -0.18
N: 1.507 -2.390 2.220  0.22
C: 1.457 -1.419 4.442  -0.43
O: 0.451 -1.019 5.328  0.01
O: 2.479 -0.806 4.450  0.15
H: 1.182 -3.750 -1.797  0.11
H: 0.434 -5.242 0.942  0.14
H: -0.417 -5.538 3.283  0.12
H: 0.026 -3.623 4.968  0.11
H: -0.400 -1.279 5.006  -0.06
S: -2.318 -2.393 3.901  0.56
C: -2.447 -0.807 3.368  -1.14
N: -2.832 -0.406 2.186  -0.10
C: -2.740 0.953 2.089  -0.36
C: -3.047 1.678 0.966  -0.04
C: -2.878 3.032 0.992  -0.07
C: -2.478 3.732 2.203  -0.08
C: -2.140 2.977 3.285  -0.13
C: -2.262 1.610 3.238  -0.45
S: -1.957 0.465 4.560  1.02
H: -3.354 1.082 0.074  0.11
H: -3.036 3.548 0.079  0.09
H: -2.344 4.758 2.088  0.07
H: -1.739 3.435 4.181  0.11
F: -4.169 0.895 -4.104  0.16
C: -4.561 -0.352 -3.997  -0.69
F: -5.828 -0.339 -3.539  0.12
F: -4.580 -0.963 -5.158  0.15
S: -3.435 -1.265 -2.797  0.58
O: -4.134 -2.432 -2.421  -0.28
O: -3.161 -0.276 -1.788  -0.34
N: -2.243 -1.606 -3.852  -0.29
S: -0.712 -1.555 -3.586  0.55
O: -0.009 -2.518 -4.397  -0.29
O: -0.325 -1.437 -2.216  -0.36
C: -0.084 -0.002 -4.401  -0.64
F: -0.552 0.176 -5.591  0.18
F: 1.290 -0.158 -4.387  0.08
F: -0.363 1.126 -3.686  0.11
C: 5.029 3.519 -1.749  -0.42
Te: 6.199 1.656 -1.520  1.12
C: 4.264 0.751 -1.631  -0.47
C: 3.274 1.807 -1.263  -0.30
C: 2.109 1.354 -0.656  -0.02
C: 1.248 2.352 -0.228  -0.06
C: 1.546 3.724 -0.377  -0.07
C: 2.756 4.148 -0.906  -0.04
C: 3.641 3.149 -1.303  -0.30
H: 4.965 3.628 -2.829  0.04
H: 5.402 4.458 -1.380  0.05
H: 4.220 -0.053 -0.888  0.05
H: 4.223 0.282 -2.644  0.06
H: 1.954 0.286 -0.623  0.11
H: 0.408 1.947 0.336  0.10
H: 0.892 4.475 0.032  0.09
H: 2.897 5.172 -0.948  0.09

The value obtained for the HOMO energy is -5.07 eV. The value obtained for the gap between HOMO and LUMO is 6.8525 eV. For the energy above the lowest of the compared OMol25 structures with the same formula, charge and spin, the calculation gives 143.88 kJ/mol. Its total charge is -1.


2.
Molecular formula: C19H25IN3O8
Method: DFT, the ωB97M-V functional and the def2-TZVPD basis

Each line ends with the Löwdin charge.
Cartesian coordinates (Å):
C: 3.367 3.560 -0.460  -0.09
C: 2.382 4.702 -0.053  -0.21
C: 1.053 4.239 0.577  -0.16
N: 0.207 3.354 -0.304  -0.04
C: -1.234 3.711 -0.045  -0.30
C: -1.734 4.822 -0.981  -0.72
C: -3.189 5.162 -0.532  -0.18
I: -1.927 3.989 -2.989  0.82
C: 0.324 2.045 0.228  -0.39
N: 0.935 1.102 -0.452  0.29
N: -0.220 1.698 1.426  0.18
H: 4.284 3.561 0.148  0.08
H: 2.922 2.560 -0.501  0.04
H: 3.714 3.786 -1.484  0.08
H: 2.897 5.293 0.728  0.11
H: 2.253 5.388 -0.902  0.11
H: 0.461 5.151 0.763  0.13
H: 1.281 3.819 1.575  0.13
H: -1.389 4.006 1.008  0.12
H: -1.869 2.827 -0.228  0.11
H: -1.086 5.706 -1.010  0.08
H: -3.809 4.284 -0.784  0.06
H: -3.244 5.245 0.568  0.08
H: -3.588 6.047 -1.039  0.08
H: 0.894 0.190 0.008  0.13
H: 0.651 1.070 -1.435  0.16
H: -1.019 1.078 1.421  0.14
H: 0.105 2.090 2.300  0.13
C: 0.131 -1.651 2.981  0.06
C: -0.461 -1.934 4.147  -0.23
C: -0.563 -3.345 4.645  -0.31
O: -1.093 -3.548 5.718  0.14
C: -0.023 -4.409 3.803  0.09
C: 0.565 -4.119 2.633  -0.22
C: 0.688 -2.703 2.159  -0.28
O: 1.248 -2.458 1.098  0.06
O: 1.063 -5.073 1.843  0.13
O: -0.985 -0.987 4.921  0.12
H: 0.215 -0.639 2.612  0.10
H: -0.119 -5.424 4.162  0.14
H: 1.433 -4.628 1.055  0.09
H: -1.347 -1.453 5.702  0.13
C: 0.282 -5.472 -3.177  0.08
C: -0.452 -5.125 -4.243  -0.23
C: -1.075 -3.766 -4.359  -0.31
O: -1.716 -3.492 -5.353  0.13
C: -0.882 -2.827 -3.256  0.08
C: -0.152 -3.177 -2.193  -0.23
C: 0.491 -4.526 -2.091  -0.29
O: 1.161 -4.785 -1.105  0.10
O: 0.050 -2.349 -1.157  0.06
O: -0.667 -5.965 -5.254  0.13
H: 0.737 -6.447 -3.083  0.14
H: -1.350 -1.856 -3.342  0.13
H: 0.618 -2.854 -0.524  0.07
H: -1.221 -5.477 -5.894  0.13

The value obtained for the HOMO energy is -11.75 eV. The value obtained for the gap between HOMO and LUMO is 7.4127 eV. Its total charge is +1.